A single C5H10N2O molecule in a non-equilibrium geometry. Source: OMol25; level of theory: wB97M-V/def2-TZVPD.

The geometry in XYZ format:
```
18
Properties=species:S:1:pos:R:3
C 0.117 -2.046 0.574
C 0.665 -0.932 0.115
C 1.756 -0.020 0.857
C 0.006 0.065 -0.737
N 0.634 0.368 -1.963
C -1.137 0.699 -0.362
N -1.979 0.337 0.696
O -1.523 1.854 -1.025
H -0.844 -2.390 0.210
H 0.592 -2.635 1.348
H 2.158 -0.632 1.662
H 2.560 0.193 0.155
H 1.412 0.913 1.308
H 1.644 0.407 -1.904
H 0.260 1.213 -2.378
H -1.557 -0.370 1.283
H -2.280 1.130 1.255
H -2.484 1.846 -1.094
```

Summary:
structure (SMILES): C=C(C)/C(N)=C(\N)O
E_LUMO: 0.74 eV
HOMO level: -6.89 eV
Kohn-Sham gap: 7.63 eV
spin multiplicity: 1
net charge: 0
ΔE to the lowest compared entry with this formula, charge and spin: 199.28 kJ/mol